Formula: C2H4BrNO2
Source: OMol25
Level of theory: ωB97M-V with the def2-TZVPD basis set

Results
Gap between HOMO and LUMO ... 10.7 eV
E_LUMO ... -0.2 eV
Energy above the lowest of the compared OMol25 structures with the same formula, charge and spin ... 376.0 kJ/mol
Electronic energy ... -2857.7167 a.u.
SMILES ... C[C@@H](Br)[N+](=O)[O-]
E_HOMO ... -10.86 eV
Charge ... 0

Atoms and positions in Å:
C1 -0.551 -1.045 0.287
C2 0.313 0.205 0.380
Br1 2.188 -0.144 0.539
N1 0.100 1.076 -0.836
O1 -0.713 0.720 -1.685
O2 0.688 2.106 -0.888
H1 -0.802 -1.313 -0.709
H2 -1.411 -0.963 0.866
H3 0.168 -1.821 0.839
H4 0.019 1.178 1.207